No. 1
# C2H13NO4

A 5-piece molecular cluster, C2H13NO4 overall in a non-equilibrium geometry (ωB97M-V with the def2-TZVPD basis set, OMol25).

Calculated values
- E_tot: -11962.1305 eV
- HOMO-LUMO gap: 0.35538 Ha
- SMILES string: C=NC.O.O.O.O
- E_HOMO: -9.442 eV

The geometry in XYZ format:
```
20
C2H13NO4, DFT ωB97M-V with the def2-TZVPD basis set
C -1.100 1.529 -3.308
C 1.214 1.688 -2.454
N 0.266 1.013 -3.075
H -1.763 1.124 -2.665
H -1.442 1.082 -4.281
H -0.951 2.581 -3.194
H 2.168 1.490 -2.734
H 1.197 2.605 -1.691
H -0.932 0.278 3.902
H -1.494 -0.382 2.571
O -1.501 0.455 3.216
H -1.997 -2.978 1.616
H -0.618 -3.734 2.073
O -1.394 -3.327 2.376
H 2.360 1.453 3.191
H 1.417 0.740 2.156
O 2.334 0.972 2.354
H 0.773 -1.970 -0.088
H 0.742 -0.767 -1.238
O 0.310 -1.589 -0.886
```

Löwdin population analysis, charges in e, atoms 1 to 8: -0.110 -0.067 -0.089 0.027 0.097 0.065 0.011 0.112

No. 2
# C2H13NO5

A 5-piece molecular cluster, C2H13NO5 overall in a non-equilibrium geometry (ωB97M-V with the def2-TZVPD basis set, OMol25).

Calculated values
- E_tot: -14010.1802 eV
- HOMO-LUMO gap: 0.37122 Ha
- SMILES string: NCC=O.O.O.O.O
- E_HOMO: -9.845 eV

The geometry in XYZ format:
```
21
C2H13NO5, DFT ωB97M-V with the def2-TZVPD basis set
O 3.009 -0.063 1.686
C 2.168 0.009 0.833
C 0.771 0.689 1.119
N 0.730 1.893 0.285
H 2.193 -0.465 -0.115
H -0.073 0.060 0.827
H 0.827 0.628 2.221
H -0.209 2.214 0.308
H 1.426 2.414 0.576
H -2.685 -0.931 -1.137
H -1.575 -0.934 -1.852
O -2.404 -1.286 -1.915
H 1.232 -2.401 1.944
H 0.159 -2.898 1.167
O 0.516 -2.065 1.405
H -1.771 0.977 -0.896
H -1.787 0.447 0.537
O -2.429 0.726 -0.176
H 0.187 -0.416 -2.137
H 0.048 1.140 -2.313
O -0.333 0.264 -2.366
```

Löwdin population analysis, charges in e, atoms 1 to 8: 0.062 -0.265 -0.235 0.057 0.098 0.060 0.121 0.059

No. 3
# C2H14ClO5

A 6-piece molecular cluster, C2H14ClO5 overall in a non-equilibrium geometry (ωB97M-V with the def2-TZVPD basis set, OMol25).

Calculated values
- E_tot: -25063.1502 eV
- HOMO-LUMO gap: 0.34249 Ha
- Net charge: -1
- E_HOMO: -5.685 eV

The geometry in XYZ format:
```
22
C2H14ClO5, DFT ωB97M-V with the def2-TZVPD basis set
Cl 1.040 19.511 -9.196
C 3.303 16.612 -7.583
O 2.059 16.587 -8.196
H 4.076 16.835 -8.319
H 3.296 17.352 -6.782
H 3.473 15.662 -7.076
H 2.062 17.415 -8.682
C -2.424 19.527 -10.815
O -1.407 18.625 -11.187
H -3.403 19.064 -10.937
H -2.320 19.877 -9.787
H -2.270 20.361 -11.500
H -0.600 19.022 -10.851
O 0.759 16.292 -10.800
H 1.327 16.195 -11.565
H 0.753 17.232 -10.624
O -1.101 17.388 -7.978
H -0.651 18.055 -8.497
H -1.726 17.880 -7.445
O 2.706 19.843 -6.427
H 2.062 19.884 -7.134
H 3.340 20.528 -6.639
```

Löwdin population analysis, charges in e, atoms 1 to 8: -0.113 -0.206 -0.152 0.075 0.055 0.067 -0.051 -0.187

No. 4
# C2H14N2O3

A 4-piece molecular cluster, C2H14N2O3 overall (ωB97M-V with the def2-TZVPD basis set, OMol25).

Calculated values
- E_tot: -11423.8463 eV
- HOMO-LUMO gap: 0.38335 Ha
- SMILES string: NCCN.O.O.O
- E_HOMO: -9.704 eV

The geometry in XYZ format:
```
21
C2H14N2O3, DFT ωB97M-V with the def2-TZVPD basis set
C -0.551 -0.861 1.889
C 0.024 -1.287 0.555
N 1.092 -2.275 0.793
N -1.733 0.001 1.775
H 0.218 -0.312 2.449
H -0.691 -1.754 2.506
H 0.484 -0.447 0.032
H -0.796 -1.654 -0.084
H 0.662 -3.171 1.000
H 1.602 -2.409 -0.068
H -2.300 -0.084 2.620
H -2.369 -0.291 1.038
H -0.959 1.751 1.526
H -1.008 3.309 1.822
O -0.641 2.629 1.246
H 1.340 0.077 -4.423
H 1.017 -0.641 -3.117
O 0.990 -0.748 -4.077
H 0.018 1.860 -1.901
H 0.843 2.498 -0.799
O 0.894 1.842 -1.505
```

Löwdin population analysis, charges in e, atoms 1 to 8: -0.288 -0.295 -0.006 -0.022 0.115 0.105 0.097 0.109

No. 5
# C2H14N2O4

A 5-piece molecular cluster, C2H14N2O4 overall in a non-equilibrium geometry (ωB97M-V with the def2-TZVPD basis set, OMol25).

Calculated values
- E_tot: -13471.3425 eV
- HOMO-LUMO gap: 0.37559 Ha
- SMILES string: C/N=C\N.O.O.O.O
- E_HOMO: -9.725 eV

The geometry in XYZ format:
```
22
C2H14N2O4, DFT ωB97M-V with the def2-TZVPD basis set
C -0.464 1.707 -0.725
N -2.436 -0.300 0.044
C -1.740 -0.257 -1.141
N -0.933 0.622 -1.549
H -0.779 2.649 -1.176
H 0.613 1.671 -0.591
H -0.824 1.755 0.316
H -2.351 0.428 0.740
H -3.124 -1.013 0.216
H -2.019 -1.107 -1.767
H 0.059 -0.828 2.878
H -0.754 -0.146 1.820
O -0.327 0.035 2.669
H 1.431 0.980 1.891
H 2.059 0.454 0.606
O 2.105 1.194 1.233
H 0.535 -1.724 -0.198
H 1.865 -2.276 0.104
O 0.992 -2.212 0.512
H 2.344 0.037 -2.372
H 0.881 -0.230 -1.993
O 1.794 -0.394 -1.707
```

Löwdin population analysis, charges in e, atoms 1 to 8: -0.128 0.095 -0.307 -0.050 0.084 0.051 0.065 0.076

No. 6
# C2H14N2O4

A 5-piece molecular cluster, C2H14N2O4 overall in a non-equilibrium geometry (ωB97M-V with the def2-TZVPD basis set, OMol25).

Calculated values
- E_tot: -13471.2099 eV
- HOMO-LUMO gap: 0.34761 Ha
- SMILES string: [H]/N=C/NC.O.O.O.O
- E_HOMO: -8.858 eV

The geometry in XYZ format:
```
22
C2H14N2O4, DFT ωB97M-V with the def2-TZVPD basis set
C -0.444 -1.046 -2.683
N 0.462 -0.730 -1.569
C 1.449 0.189 -1.513
N 1.886 0.694 -0.423
H -1.000 -1.913 -2.375
H -1.123 -0.212 -2.940
H 0.227 -1.300 -3.506
H 0.041 -1.077 -0.715
H 1.754 0.616 -2.470
H 2.738 1.212 -0.603
H 0.525 -2.977 1.025
H -1.003 -2.433 1.061
O -0.264 -2.786 0.528
H 0.852 2.077 2.926
H 0.549 3.576 3.304
O 0.650 2.946 2.585
H -0.267 0.957 0.113
H -0.695 2.088 0.915
O -1.105 1.386 0.380
H -2.481 -0.408 0.844
H -1.317 -0.283 1.735
O -2.039 -0.911 1.534
```

Löwdin population analysis, charges in e, atoms 1 to 8: -0.069 -0.062 -0.346 0.044 0.075 0.086 0.079 0.076

no.,LUMO level (eV)
1,0.229
2,0.257
3,3.635
4,0.727
5,0.495
6,0.601